{
  "formula": "C23H34B3Cl42IO4",
  "method": "ωB97M-V with the def2-TZVPD basis set",
  "e_above_lowest_ev": 0.673,
  "homo_energy_ha": -0.361,
  "gap_ev": 9.74,
  "e_lumo_ha": -0.0030,
  "symbols": ["C", "C", "C", "I", "B", "O", "B", "O", "B", "O", "C", "C", "C", "C", "C", "C", "O", "H", "H", "H", "H", "H", "H", "H", "H", "H", "H", "H", "H", "H", "H", "H", "H", "H", "H", "H", "H", "C", "Cl", "Cl", "Cl", "H", "C", "Cl", "Cl", "Cl", "H", "C", "Cl", "Cl", "Cl", "H", "C", "Cl", "Cl", "Cl", "H", "C", "Cl", "Cl", "Cl", "H", "C", "Cl", "Cl", "Cl", "H", "C", "Cl", "Cl", "Cl", "H", "C", "Cl", "Cl", "Cl", "H", "C", "Cl", "Cl", "Cl", "H", "C", "Cl", "Cl", "Cl", "H", "C", "Cl", "Cl", "Cl", "H", "C", "Cl", "Cl", "Cl", "H", "C", "Cl", "Cl", "Cl", "H", "C", "Cl", "Cl", "Cl", "H"],
  "coordinates": [[6.4092, -2.1219, -0.9816], [4.9657, -1.7337, -1.3824], [4.4139, -0.6754, -0.4107], [3.9557, -1.5552, 1.5136], [3.1986, 0.1500, -0.9494], [3.1472, 1.5181, -0.6601], [2.1135, 1.6172, 0.2844], [0.9260, 1.0280, -0.0735], [1.0133, 0.3659, -1.2989], [-0.0674, 0.4647, -2.1191], [-0.7049, -0.8003, -2.3462], [-1.7608, -1.1855, -1.2952], [-2.1757, -0.0463, -0.3711], [-1.3377, -2.4505, -0.5447], [-1.2052, -3.6200, -1.5660], [-2.3866, -2.8875, 0.4831], [2.1331, -0.3690, -1.6481], [6.3458, -2.7195, -0.0828], [6.9597, -1.2183, -0.7555], [6.8376, -2.6622, -1.8141], [4.3070, -2.5884, -1.3192], [5.0283, -1.3248, -2.3842], [5.2119, 0.0265, -0.2039], [2.2867, 2.1289, 1.3344], [-1.1778, -0.7734, -3.3200], [0.0737, -1.5533, -2.4340], [-2.6481, -1.4748, -1.8543], [-3.2108, -0.0895, -0.0657], [-1.5420, -0.0507, 0.5105], [-2.0128, 0.9224, -0.8182], [-0.3611, -2.3230, -0.0835], [-1.6643, -3.2840, -2.4887], [-0.1690, -3.8147, -1.8126], [-1.6748, -4.5246, -1.2139], [-1.9340, -3.5855, 1.1740], [-2.8507, -2.0653, 1.0074], [-3.1489, -3.4420, -0.0532], [-0.7330, -3.2227, 4.8109], [-0.1212, -4.7740, 5.3902], [0.2009, -2.6603, 3.4233], [-2.4490, -3.3466, 4.4113], [-0.6221, -2.4973, 5.6082], [6.0900, 4.0795, -2.8663], [5.5709, 5.3487, -3.9775], [6.7298, 2.6932, -3.7561], [7.3037, 4.6872, -1.7385], [5.2384, 3.7567, -2.2988], [11.2024, 5.0202, -1.1847], [10.2378, 6.3073, -0.4600], [12.5584, 5.6887, -2.0943], [11.7725, 3.8931, 0.0462], [10.5701, 4.4745, -1.8719], [8.4046, -3.2022, -4.8083], [7.6811, -1.5891, -4.8731], [9.1455, -3.5016, -3.2327], [7.2395, -4.4699, -5.1918], [9.1831, -3.2181, -5.5573], [-3.9578, -6.6517, 4.8161], [-2.8735, -8.0320, 4.9990], [-5.1493, -6.9535, 3.5493], [-4.7516, -6.2714, 6.3455], [-3.3668, -5.7959, 4.5251], [-2.1633, 2.2662, -3.9494], [-2.4430, 3.3268, -5.3326], [-2.0191, 3.1981, -2.4631], [-3.4531, 1.0669, -3.8081], [-1.2313, 1.7398, -4.1060], [0.5081, -2.2317, 9.1365], [2.0456, -1.7766, 8.4009], [-0.0228, -1.0062, 10.2860], [-0.7170, -2.4893, 7.8877], [0.6465, -3.1613, 9.6703], [-7.0953, 0.0625, -4.5955], [-5.9822, -1.2594, -4.2343], [-8.0813, -0.3208, -6.0071], [-8.1173, 0.4178, -3.2019], [-6.5097, 0.9443, -4.8196], [5.6494, 0.6551, 7.5837], [4.6280, 2.0892, 7.4536], [6.4285, 0.5862, 9.1630], [4.7015, -0.8037, 7.2894], [6.4191, 0.7173, 6.8279], [-12.3468, 0.5674, -1.8490], [-11.0945, 1.6856, -1.3096], [-13.8502, 1.4376, -2.1783], [-11.8219, -0.3219, -3.2769], [-12.5336, -0.1424, -1.0562], [2.0847, 4.8025, 6.6946], [1.6854, 5.8935, 5.3668], [2.5227, 5.7149, 8.1408], [0.7389, 3.7114, 7.0308], [2.9369, 4.2078, 6.3978], [13.2800, 0.2974, -1.3949], [11.5429, 0.0606, -1.6084], [14.1839, -1.0330, -2.1211], [13.7861, 1.8440, -2.0734], [13.4907, 0.3089, -0.3350], [-10.5665, 4.1868, -4.7722], [-9.4807, 2.8496, -4.3836], [-11.5353, 3.8117, -6.1994], [-11.6062, 4.5677, -3.3976], [-9.9652, 5.0576, -4.9914], [-17.3144, 2.6250, -1.5824], [-17.5105, 3.6958, -2.9707], [-17.1370, 3.5549, -0.0937], [-18.6681, 1.4999, -1.4616], [-16.4115, 2.0502, -1.7276]],
  "atomic_forces_ev_per_a": [[-1.432, 0.049, -0.246], [0.771, 0.270, 1.259], [0.380, -0.153, -1.004], [-0.182, 0.293, -0.310], [0.560, -0.053, -0.223], [-0.015, -0.475, 1.145], [-0.067, 0.396, -0.304], [0.847, 0.104, -0.015], [-1.291, 0.268, -0.390], [-0.158, -0.449, 0.163], [-0.076, -0.111, -0.525], [-0.168, -0.049, 0.188], [0.612, 0.238, 0.058], [-0.531, -0.858, -0.378], [0.503, 0.979, 0.042], [0.381, 0.034, -0.406], [0.061, 0.163, 0.719], [0.359, -0.333, 0.163], [0.391, 0.138, -0.122], [0.437, -0.205, 0.139], [-0.128, -0.327, -0.542], [-0.442, 0.109, -0.312], [0.117, 0.193, 0.308], [-0.118, 0.242, 0.003], [-0.054, 0.322, -0.265], [0.087, -0.254, 0.128], [-0.207, -0.043, -0.194], [-0.245, -0.231, 0.076], [0.016, 0.008, 0.332], [-0.058, 0.220, -0.285], [0.129, 0.341, 0.330], [-0.329, -0.355, -0.298], [0.261, -0.251, 0.004], [-0.066, -0.301, 0.039], [0.024, -0.109, 0.380], [-0.004, 0.126, 0.332], [-0.421, 0.033, -0.012], [0.158, -0.103, -0.201], [-0.033, 0.015, -0.069], [-0.028, 0.018, -0.003], [-0.048, 0.127, -0.001], [0.013, -0.086, -0.291], [0.362, 0.127, -0.248], [-0.002, -0.061, 0.070], [-0.073, -0.042, 0.015], [-0.021, 0.050, 0.045], [-0.264, -0.122, 0.159], [0.060, 0.010, 0.022], [-0.003, -0.009, -0.002], [-0.027, -0.024, -0.009], [-0.080, 0.037, 0.073], [-0.020, -0.016, -0.029], [0.060, 0.028, 0.062], [-0.091, -0.109, 0.061], [0.039, 0.041, -0.110], [-0.009, 0.149, -0.006], [0.051, -0.096, -0.007], [-0.064, -0.132, 0.036], [0.006, 0.036, -0.007], [0.024, 0.026, 0.004], [0.026, 0.028, -0.019], [0.048, 0.006, -0.006], [-0.011, 0.082, 0.073], [0.008, -0.035, -0.005], [-0.007, 0.096, -0.033], [-0.010, -0.044, -0.023], [0.028, -0.033, 0.041], [0.086, 0.160, -0.067], [-0.275, -0.055, 0.183], [0.009, -0.050, -0.013], [-0.135, 0.040, 0.537], [-0.031, -0.052, -0.005], [-0.076, -0.084, 0.014], [0.018, -0.003, 0.008], [0.024, 0.027, 0.011], [0.213, -0.249, 0.110], [0.029, 0.023, -0.003], [-0.097, -0.024, 0.127], [0.016, 0.034, 0.015], [0.008, 0.008, -0.045], [0.313, 0.048, -0.184], [0.017, 0.003, -0.040], [0.103, 0.057, -0.123], [-0.013, -0.102, 0.100], [0.011, 0.018, -0.016], [-0.017, 0.005, 0.035], [-0.029, -0.017, 0.033], [-0.174, 0.097, 0.062], [0.041, -0.030, -0.010], [0.044, -0.047, -0.027], [0.070, -0.024, -0.013], [0.027, -0.018, -0.031], [-0.036, 0.027, -0.157], [0.003, 0.001, 0.032], [-0.003, 0.004, 0.040], [0.048, -0.046, -0.028], [0.002, -0.004, 0.041], [-0.027, -0.086, -0.020], [-0.224, 0.297, -0.084], [0.027, 0.018, 0.003], [0.027, 0.054, -0.053], [-0.001, 0.045, -0.015], [-0.126, 0.090, 0.014], [0.032, -0.024, 0.007], [0.028, -0.025, -0.017], [0.038, -0.006, -0.005], [0.000, -0.044, 0.019]],
  "mulliken_charge": [-1.014, -0.295, -0.436, 0.081, -0.027, -0.215, 0.713, -0.589, 0.740, -0.228, -1.114, 0.543, -1.871, 1.220, -1.564, -1.709, -0.563, 0.335, 0.359, 0.062, 0.306, 0.387, 0.364, -0.124, 0.316, 0.459, 0.468, 0.543, 0.373, 0.115, 0.044, 0.325, 0.348, 0.466, 0.453, 0.366, 0.346, 0.276, -0.101, -0.087, -0.139, 0.049, 0.293, -0.130, -0.103, -0.072, 0.023, 0.160, -0.133, -0.121, -0.108, 0.194, -0.027, -0.081, -0.116, -0.122, 0.343, 0.647, -0.129, -0.132, -0.125, -0.264, 0.347, -0.148, -0.143, -0.080, 0.055, -0.037, -0.066, -0.119, -0.115, 0.309, 0.068, -0.128, -0.115, -0.099, 0.264, 0.007, -0.091, -0.121, -0.087, 0.311, -0.004, -0.099, -0.144, -0.097, 0.314, 0.257, -0.127, -0.122, -0.112, 0.100, 0.019, -0.081, -0.131, -0.093, 0.290, -0.081, 0.006, -0.131, -0.101, 0.318, 0.551, -0.121, -0.120, -0.125, -0.158]
}